No. 1
Below is a molecular structure, C55H34Br2LaN14OS3 in a non-equilibrium geometry, with properties calculated with ωB97M-V/def2-TZVPD.

The geometry in XYZ format:
```
110
C55H34Br2LaN14OS3 ωB97M-V/def2-TZVPD
La 0.859 -0.140 -0.675
C 3.280 3.573 -6.291
C 1.984 3.293 -6.881
C 1.192 2.306 -6.318
C 1.624 1.637 -5.151
C 0.950 0.924 -4.145
N -0.354 0.915 -4.389
C -1.315 0.783 -3.545
C -2.679 1.359 -3.825
C -3.327 1.774 -4.986
C -4.663 2.188 -4.867
C -5.353 2.184 -3.637
C -4.639 1.934 -2.443
C -3.260 1.666 -2.596
C -2.245 1.250 -1.556
N -2.132 1.571 -0.280
C -1.992 2.510 0.652
N -1.744 3.807 0.283
C -0.227 0.479 2.051
N 1.622 2.376 2.221
C 2.415 2.702 1.113
N 2.379 1.988 -0.065
C 3.183 2.638 -0.959
N 3.273 2.498 -2.247
C 2.713 1.690 -3.137
N 1.687 0.747 -3.002
C 2.865 2.004 -4.535
C 3.718 2.923 -5.116
C 3.946 3.647 -0.226
C 4.822 4.625 -0.712
C 5.226 5.568 0.218
C 4.951 5.503 1.596
C 3.966 4.594 2.061
C 3.437 3.691 1.079
C -1.472 1.050 2.679
C -1.832 0.602 3.936
C -2.836 1.213 4.664
C -3.370 2.352 4.097
C -3.089 2.833 2.847
C -2.182 2.146 2.114
N -1.239 0.507 -2.207
H 3.905 4.339 -6.779
H 1.737 3.785 -7.798
H 0.298 1.968 -6.809
H -2.870 1.843 -5.933
H -5.263 2.549 -5.709
H -6.433 2.439 -3.525
H -5.098 1.845 -1.450
H 4.702 3.192 -4.639
H 5.133 4.505 -1.736
H 5.762 6.521 -0.105
H 5.455 6.182 2.272
H 3.624 4.860 3.104
H -1.171 -0.136 4.371
H -3.176 0.837 5.616
H -3.848 3.059 4.769
H -3.628 3.700 2.485
C 6.069 -2.731 1.476
S 4.914 -3.771 0.514
C 3.687 -2.547 0.356
S 3.399 -2.226 -1.244
N 3.398 -1.714 1.412
N 2.260 -1.032 1.338
C 2.296 0.136 2.035
C 1.216 1.004 2.284
C 1.136 3.230 3.226
C 0.213 4.240 2.954
C 0.079 4.915 1.698
C -1.102 4.791 0.875
N -0.355 -0.510 1.283
H 6.778 -2.361 0.754
H 6.523 -3.235 2.257
H 5.538 -1.904 1.942
H 3.314 0.472 2.146
H 1.326 2.888 4.273
H -0.487 4.530 3.760
H 0.889 5.482 1.224
H -1.518 5.785 0.529
Br -2.061 -4.349 6.651
C -2.540 -5.485 5.285
C -2.044 -6.819 5.224
C -2.324 -7.542 4.109
N -3.029 -7.008 3.102
C -3.388 -5.765 3.087
C -3.252 -4.920 4.244
C -3.894 -5.201 1.847
C -5.111 -4.490 1.788
C -5.547 -4.075 0.527
Br -7.373 -3.595 0.343
C -4.669 -4.096 -0.556
C -3.344 -4.503 -0.277
N -3.002 -5.081 0.867
H -1.522 -7.136 6.134
H -1.989 -8.542 3.918
H -3.563 -3.880 4.223
H -5.634 -4.204 2.727
H -4.955 -3.854 -1.560
H -2.533 -4.401 -0.988
O -0.236 -2.294 -0.796
N 0.482 -3.416 -0.864
C 0.807 -4.003 0.320
C 1.508 -5.186 0.232
C 1.747 -5.796 -1.010
C 1.409 -5.119 -2.154
C 0.773 -3.826 -2.112
S 0.195 -2.941 -3.463
H 0.423 -3.539 1.230
H 1.891 -5.592 1.176
H 2.324 -6.713 -1.173
H 1.605 -5.466 -3.126
```

The calculation puts the LUMO energy (spin up / spin down) at 0.0 / 0.0 eV. The value obtained for the energy relative to the best compared isomer or geometry (same formula, charge and spin) is 1188.4 kJ/mol. Its net charge is -1. The total energy is -253938.9842 eV.

These are the Löwdin partial charges, in e, on atoms 1 to 2: number 1, La, carries 1.92; number 2, C, carries -0.06


No. 2
Below is a single C12H12N2 molecule in a non-equilibrium geometry, with properties calculated with ωB97M-V/def2-TZVPD.

The geometry in XYZ format:
```
26
C12H12N2 ωB97M-V/def2-TZVPD
C 1.612 0.429 -2.200
N 0.561 0.450 -1.198
C 0.058 -0.779 -0.782
C -0.352 -1.834 -1.674
C -0.934 -2.950 -1.150
C -1.121 -3.033 0.240
C -0.676 -2.055 1.055
C -0.114 -0.940 0.533
C 0.461 0.277 1.224
C -0.463 1.078 2.156
C -0.733 2.366 2.076
C -0.258 3.133 0.982
C 0.381 2.539 -0.073
N 0.873 1.179 0.035
H 1.419 -0.559 -2.761
H 1.550 1.383 -2.729
H 2.605 0.233 -1.814
H -0.189 -1.747 -2.687
H -1.500 -3.522 -1.747
H -1.415 -3.987 0.671
H -1.015 -2.188 2.072
H 1.439 -0.028 1.821
H -0.963 0.519 2.972
H -1.446 2.773 2.750
H -0.641 4.129 1.015
H 0.859 3.135 -0.786
```

The calculation puts the LUMO energy at 0.8 eV. The value obtained for the energy relative to the best compared isomer or geometry (same formula, charge and spin) is 384.3 kJ/mol. Its SMILES is CN1c2ccccc2[C@@H]2C=CC=CN21. Its net charge is 0. The total energy is -15615.3273 eV.

These are the Löwdin partial charges, in e, on atoms 1 to 2: number 1, C, carries -0.04; number 2, N, carries -0.11


No. 3
Below is a molecular structure, C24H28BrN4SV in a non-equilibrium geometry, with properties calculated with ωB97M-V/def2-TZVPD.

The geometry in XYZ format:
```
59
C24H28BrN4SV ωB97M-V/def2-TZVPD
V -0.309 -0.844 0.016
C -4.050 -3.482 0.126
C -3.479 -2.245 -0.454
C -2.777 -2.506 -1.823
C -2.601 -1.569 0.600
C -1.759 -2.336 1.338
C -0.855 -1.811 2.287
C -0.827 -0.481 2.535
C -0.032 0.226 3.545
C -1.660 0.391 1.729
C -2.503 -0.124 0.797
H -4.893 -3.861 -0.432
H -4.475 -3.264 1.087
H -3.434 -4.312 0.460
H -4.274 -1.570 -0.687
H -1.979 -3.246 -1.813
H -2.569 -1.658 -2.337
H -3.564 -3.048 -2.382
H -1.717 -3.366 1.175
H -0.271 -2.490 2.864
H 1.033 -0.150 3.471
H -0.530 0.055 4.487
H 0.038 1.314 3.285
H -1.607 1.395 1.963
H -3.173 0.546 0.320
C 3.269 -1.719 1.509
N 3.330 -0.241 1.518
C 4.075 0.395 2.465
C 3.850 1.730 2.293
N 3.033 1.851 1.210
C 2.635 0.629 0.748
S 1.664 0.399 -0.587
C 2.662 3.107 0.698
C 3.024 3.478 -0.617
C 2.426 4.618 -1.111
C 1.377 5.208 -0.418
C 1.100 4.833 0.897
N 1.782 3.819 1.469
H 3.252 -2.030 2.567
H 4.051 -2.069 0.875
H 2.319 -2.057 1.109
H 4.720 -0.335 3.058
H 4.493 2.424 2.805
H 3.735 2.862 -1.095
H 2.667 5.031 -2.145
H 0.949 6.020 -0.880
H 0.452 5.430 1.500
Br -3.082 1.859 -4.017
C -1.689 0.613 -3.740
C -1.046 0.011 -4.742
C -0.091 -1.025 -4.413
C 0.101 -1.428 -3.098
N -0.464 -0.654 -2.129
C -1.173 0.407 -2.432
H -1.254 0.281 -5.752
H 0.406 -1.457 -5.262
H 0.737 -2.252 -2.785
H -1.456 0.979 -1.583
H 0.414 -2.280 -0.070
```

Its expectation value of S² is 3.77. The calculation puts the LUMO energy (spin up / spin down) at -2.2 / -2.5 eV. The value obtained for the energy relative to the best compared isomer or geometry (same formula, charge and spin) is 74.7 kJ/mol. The spin multiplicity is 4. Its net charge is +1. The total energy is -137860.6940 eV.

These are the Löwdin partial charges, in e, on atoms 1 to 2: number 1, V, carries 0.36; number 2, C, carries -0.08


No. 4
Below is a single C5H9NOS molecule in a non-equilibrium geometry, with properties calculated with ωB97M-V/def2-TZVPD.

The geometry in XYZ format:
```
17
C5H9NOS ωB97M-V/def2-TZVPD
C 0.517 0.175 2.361
N 0.448 -0.190 0.938
C 1.200 -1.395 0.472
C 0.077 -1.887 -0.557
C -0.435 -0.686 -1.265
O 0.519 0.106 -2.130
C -0.435 0.185 0.034
S -1.041 1.817 -0.008
H 1.350 0.929 2.681
H -0.412 0.494 2.923
H 0.859 -0.707 2.942
H 2.020 -1.020 -0.426
H 1.670 -2.069 1.216
H 0.374 -2.735 -1.450
H -0.832 -2.342 -0.206
H -1.526 -0.583 -1.603
H 0.332 1.096 -1.743
```

The calculation puts the LUMO energy at 0.4 eV. The value obtained for the energy relative to the best compared isomer or geometry (same formula, charge and spin) is 346.8 kJ/mol. Its SMILES is CN1CC[C@H](O)C1=S. Its net charge is 0. The total energy is -19700.7095 eV.

These are the Löwdin partial charges, in e, on atoms 1 to 2: number 1, C, carries -0.07; number 2, N, carries -0.18


No. 5
Below is a molecular structure, CH12BrN2O5Pt in a non-equilibrium geometry, with properties calculated with ωB97M-V/def2-TZVPD.

The geometry in XYZ format:
```
22
CH12BrN2O5Pt ωB97M-V/def2-TZVPD
Pt -10.104 7.139 -7.939
Br -10.287 7.424 -5.255
C -12.460 4.871 -7.508
O -11.548 5.503 -8.070
N -13.064 3.824 -8.149
N -12.956 5.201 -6.288
H -13.088 3.820 -9.154
H -13.882 3.417 -7.729
H -12.411 5.901 -5.798
H -13.692 4.681 -5.855
O -8.524 5.726 -7.333
H -8.322 4.830 -7.631
H -8.087 5.834 -6.475
O -8.873 8.846 -8.317
H -8.373 9.350 -7.659
H -8.579 9.160 -9.181
O -11.984 8.338 -8.261
H -12.461 8.808 -7.560
H -12.008 8.931 -9.025
O -9.905 6.748 -10.262
H -10.754 6.886 -10.701
H -9.332 6.361 -10.937
```

Its expectation value of S² is 2.00. The calculation puts the LUMO energy (spin up / spin down) at -3.3 / -3.6 eV. The value obtained for the energy relative to the best compared isomer or geometry (same formula, charge and spin) is 8.4 kJ/mol. The spin multiplicity is 3. Its net charge is +1. The total energy is -87733.0317 eV.

These are the Löwdin partial charges, in e, on atoms 1 to 2: number 1, Pt, carries 0.99; number 2, Br, carries -0.06


No. 6
Below is 2 unconnected molecules or ions with the total composition C2H7N4O in a non-equilibrium geometry, with properties calculated with ωB97M-V/def2-TZVPD.

The geometry in XYZ format:
```
14
C2H7N4O ωB97M-V/def2-TZVPD
C -2.695 -0.157 0.224
C 1.072 0.167 1.236
N 0.814 -0.224 -1.059
N -0.434 -0.357 -0.789
N 1.585 0.139 -0.070
N -2.828 -0.738 -0.794
O -2.375 0.509 1.124
H 0.485 -0.719 1.278
H 1.802 -0.085 1.935
H 0.453 0.957 1.428
H 1.297 -0.386 -2.016
H 2.415 0.672 -0.199
H -0.614 -0.892 -1.831
H -3.467 -1.333 -1.338
```

The calculation puts the LUMO energy at -5.5 eV. The value obtained for the energy relative to the best compared isomer or geometry (same formula, charge and spin) is 464.5 kJ/mol. Its net charge is +1. The total energy is -10184.4792 eV.

These are the Löwdin partial charges, in e, on atoms 1 to 2: number 1, C, carries -0.46; number 2, C, carries -0.02